# 1
ORCA calculation (wB97M-V/def2-TZVPD) on a 13-piece molecular cluster, H26O13 overall in a non-equilibrium geometry.

E_LUMO (eV): -0.386
Orbital gap (hartree): 0.3320
Energy relative to the best compared isomer or geometry (same formula, charge and spin) (kcal per mole): 149.6

Geometry as XYZ:
```
39
Properties=species:S:1:pos:R:3:forces:R:3:mulliken_charge:R:1
H 1.097878 -0.674476 0.761141 2.70 -1.37 0.06 -0.014
H 0.319537 0.544024 0.771986 -0.32 -1.11 -0.24 0.433
H 0.246965 2.017296 3.017297 -1.40 2.92 0.23 0.335
H -0.163803 3.626562 2.756903 0.55 -0.78 0.31 0.278
H -2.587155 -1.929411 -1.569686 -0.93 2.97 -0.53 0.391
H -2.099469 -0.537410 -1.161549 0.88 0.28 -0.04 0.164
H -3.804153 -0.611146 0.062580 0.73 0.10 -0.13 0.314
H -5.144922 -1.031951 -0.375804 0.98 -0.12 2.04 0.331
H -0.470557 0.726890 -2.132000 -0.58 0.66 -0.70 0.320
H 0.832644 0.057547 -1.862718 -0.23 -0.35 -0.03 0.220
H -1.372201 -2.931316 -1.232906 0.72 -0.47 1.28 0.284
H -1.263140 -2.230887 0.119900 0.32 0.59 0.46 0.273
H 6.058880 0.127354 1.711033 0.59 -0.60 -1.84 0.339
H 5.044207 -0.076639 0.729981 -3.44 0.18 -1.05 0.293
H 0.638502 4.209324 -0.768173 -0.15 -0.70 -0.29 0.300
H -0.400186 4.426981 -2.044362 1.67 0.51 2.34 0.313
H -0.626174 -4.934584 1.683627 -1.88 -0.79 0.01 0.279
H 0.714076 -4.713084 2.248100 -0.32 0.36 -0.83 0.290
H 3.175543 -0.209013 -2.368397 -1.11 0.24 -1.09 0.278
H 2.539419 -1.047722 -3.418654 0.07 -1.55 -1.41 0.285
H -1.196459 1.585250 1.128373 0.31 -0.71 2.81 0.232
H -0.903385 0.336926 2.034190 -0.15 -2.92 -0.49 0.343
H -2.489774 1.426550 -0.098985 -0.25 1.86 -0.61 0.315
H -3.432906 2.585055 -0.466509 0.35 0.07 0.11 0.293
H 2.835613 -0.548602 -0.788630 -0.07 0.07 0.21 0.353
H 2.996615 -0.865971 0.648116 0.14 -0.70 0.80 0.318
O 0.217662 -0.436845 0.722300 -1.75 1.37 0.68 -0.361
O -0.368656 2.800661 3.230426 2.34 1.86 2.04 -0.630
O -2.740180 -0.920446 -1.755915 -0.24 -2.93 0.32 -0.573
O -4.575008 -0.993854 0.466199 -1.97 -0.09 -1.82 -0.654
O -0.110594 -0.002712 -1.648709 0.20 0.15 -0.31 -0.456
O -1.226520 -3.099532 -0.267785 -0.65 -0.31 -1.93 -0.617
O 5.950734 -0.160925 0.749613 3.09 0.48 2.84 -0.580
O 0.136991 4.839983 -1.278208 -1.52 0.20 -2.04 -0.618
O 0.148402 -4.460078 1.482923 2.46 0.32 1.09 -0.568
O 2.306585 -0.362330 -2.834511 1.72 1.48 2.14 -0.613
O -1.001641 1.249349 2.084182 -2.35 0.59 -4.07 -0.600
O -2.485233 2.398913 -0.363145 -0.22 -2.04 0.32 -0.589
O 3.201866 -0.179715 0.027789 -0.29 0.29 -0.63 -0.698
```
Positions in Å, forces in eV/Å.



# 2
ORCA calculation (wB97M-V/def2-TZVPD) on a 13-piece molecular cluster, H26O13 overall in a non-equilibrium geometry.

E_LUMO (eV): -0.367
Orbital gap (hartree): 0.3695
Energy relative to the best compared isomer or geometry (same formula, charge and spin) (kcal per mole): 107.9

Geometry as XYZ:
```
39
Properties=species:S:1:pos:R:3:forces:R:3:mulliken_charge:R:1
H 0.393073 -0.082697 0.259784 -0.56 0.40 -0.13 -0.016
H -0.494503 -0.397411 1.452766 0.38 0.02 -0.39 0.412
H 2.649308 0.365568 2.324176 -0.02 0.09 0.07 0.322
H 3.566691 1.211696 1.456699 -0.18 0.12 0.07 0.296
H -0.389246 0.575124 -1.981828 -0.22 0.07 0.04 0.257
H -1.600109 1.411973 -1.602966 0.02 -0.09 0.09 0.261
H -2.746112 2.531560 0.154265 0.06 -0.11 0.17 0.295
H -4.151894 3.087122 -0.004380 0.02 0.02 0.02 0.291
H 1.105744 4.813728 -1.485158 -0.04 -0.06 0.05 0.302
H 2.164549 3.749037 -1.249768 -0.12 0.01 0.10 0.278
H 0.215481 1.000163 3.436077 0.02 -0.10 0.01 0.322
H -1.054926 0.672764 2.668666 -0.05 0.30 0.04 0.332
H -3.656781 0.287992 2.451679 -0.15 0.10 -0.06 0.296
H -2.905614 -0.688683 1.561793 -0.01 -0.10 -0.16 0.254
H -4.000785 -2.906663 1.169859 -0.06 -0.05 -0.12 0.304
H -2.783786 -3.593311 1.767748 -0.03 -0.12 -0.08 0.305
H 0.429215 -2.277721 -1.442545 -0.19 -0.49 0.47 0.357
H 0.031025 -2.652616 -0.024469 -0.07 -0.07 -0.36 0.256
H 1.743765 -1.140055 0.202897 0.36 -0.15 -0.04 0.231
H 1.635660 -0.785239 -1.271030 0.49 0.22 0.14 0.304
H -2.674955 -0.595391 -2.702859 -0.15 -0.12 0.08 0.299
H -3.313741 -1.352395 -3.855655 -0.06 0.05 0.07 0.313
H 4.972329 -2.027306 0.161322 -0.01 -0.16 -0.01 0.295
H 4.028638 -2.246671 -1.009732 -0.20 -0.04 0.11 0.323
H 3.355488 1.199640 -1.814554 -0.02 0.08 0.04 0.261
H 4.179205 0.597874 -0.687874 0.02 -0.14 -0.11 0.280
O -0.403051 0.215090 0.714206 0.01 -0.62 -1.11 -0.386
O 3.424803 0.936144 2.369348 0.03 -0.17 -0.14 -0.620
O -0.636734 1.412148 -1.573010 0.10 0.16 -0.71 -0.555
O -3.654086 2.397026 0.448327 -0.15 0.63 -0.36 -0.597
O 1.266727 3.996028 -1.000967 0.20 0.14 -0.10 -0.571
O -0.260614 0.265702 3.032478 -0.10 0.12 2.09 -0.669
O -3.340433 0.171405 1.548727 0.32 -0.58 0.50 -0.529
O -3.298143 -3.530475 0.955050 0.05 0.20 0.25 -0.608
O -0.321219 -2.580092 -0.918703 -0.89 -0.28 -0.33 -0.541
O 1.931226 -1.484747 -0.677464 0.43 -0.10 0.02 -0.592
O -3.433925 -0.576466 -3.296656 0.19 -0.01 -0.08 -0.627
O 4.754585 -2.661950 -0.530635 0.17 0.20 0.00 -0.617
O 3.273154 0.682103 -1.005626 0.36 0.64 -0.10 -0.519
```
Positions in Å, forces in eV/Å.



# 3
ORCA calculation (wB97M-V/def2-TZVPD) on a 13-piece molecular cluster, H26O13 overall.

E_LUMO (eV): -0.438
Orbital gap (hartree): 0.3405
Energy relative to the best compared isomer or geometry (same formula, charge and spin) (kcal per mole): 46.9

Geometry as XYZ:
```
39
Properties=species:S:1:pos:R:3:forces:R:3:mulliken_charge:R:1
O 0.554950 -18.802012 1.096190 -0.05 0.18 0.08 -0.653
H 0.411467 -18.161671 0.389948 -0.02 -0.04 0.09 0.330
H 0.289757 -18.343495 1.909896 0.11 -0.16 -0.32 0.380
O 2.451710 -15.791438 2.694631 0.13 0.13 0.14 0.227
H 1.514931 -15.994890 2.817012 0.10 0.05 -0.14 0.076
H 2.449397 -15.086630 2.030635 -0.20 -0.09 0.03 0.093
O 0.244974 -13.966999 3.943413 0.01 0.21 0.34 -0.537
H -0.126245 -14.214906 4.797883 -0.07 0.07 -0.11 0.244
H 0.769248 -13.177727 4.125222 0.06 -0.17 0.02 0.274
O 4.290042 -16.035655 -0.005724 0.49 0.18 0.01 -0.614
H 5.206499 -16.275829 -0.194368 -0.14 -0.06 -0.05 0.292
H 4.353870 -15.189656 0.457457 -0.20 -0.23 0.03 0.211
O 5.417996 -14.573280 4.222479 0.00 -0.03 -0.24 -0.621
H 4.479089 -14.671151 4.426767 0.09 0.17 0.03 0.276
H 5.584174 -13.629898 4.311650 -0.02 -0.06 0.16 0.276
O 4.428408 -17.625477 3.827621 -0.18 0.39 0.18 -0.643
H 4.911690 -17.019975 4.402839 0.05 -0.06 -0.14 0.315
H 3.984489 -17.047195 3.179369 0.16 -0.37 0.18 0.243
O 4.176035 -13.185530 0.816054 0.31 -0.12 0.10 -0.609
H 4.090394 -12.422665 1.398585 0.06 -0.06 -0.02 0.289
H 5.076185 -13.501385 0.976031 -0.01 0.31 0.07 0.302
O 3.602574 -18.587674 1.133107 0.18 0.09 -0.16 -0.657
H 3.780634 -17.744079 0.689541 -0.22 -0.16 0.28 0.366
H 2.720161 -18.494731 1.511383 -0.09 -0.12 -0.28 0.294
O -0.914085 -15.794958 2.220938 0.22 -0.08 0.12 -0.635
H -0.621020 -16.429579 2.897125 -0.12 0.46 -0.38 0.352
H -0.408055 -14.986430 2.414395 -0.31 -0.21 -0.06 0.295
O 1.265508 -13.621985 1.090259 -0.12 0.21 0.12 -0.502
H 0.748557 -13.316452 0.333577 0.11 -0.29 -0.07 0.259
H 1.706222 -12.833447 1.419681 -0.05 0.00 -0.07 0.216
O 0.283087 -17.832864 3.698499 -0.10 -0.17 0.85 -0.642
H 1.025809 -18.019312 4.292388 0.04 -0.02 -0.29 0.246
H -0.492276 -18.198440 4.148535 0.15 -0.04 -0.11 0.266
O 2.018861 -14.974152 -1.459102 -0.27 0.12 -0.10 -0.667
H 2.061423 -15.902018 -1.710175 0.10 0.05 0.04 0.303
H 2.561420 -14.915225 -0.665531 -0.07 -0.06 -0.17 0.381
O 2.801438 -13.940732 5.640395 -0.20 -0.20 0.00 -0.650
H 2.485870 -14.782758 5.279382 -0.06 0.17 -0.11 0.319
H 2.569256 -13.971122 6.575826 0.16 0.01 -0.05 0.305
```
Positions in Å, forces in eV/Å.



# 4
ORCA calculation (wB97M-V/def2-TZVPD) on H26O13 as an isolated structure in a non-equilibrium geometry.

E_LUMO (eV): -0.412
Orbital gap (hartree): 0.3368
Energy relative to the best compared isomer or geometry (same formula, charge and spin) (kcal per mole): 112.5

Geometry as XYZ:
```
39
Properties=species:S:1:pos:R:3:forces:R:3:mulliken_charge:R:1
O 9.974918 -25.120138 -16.348251 -2.08 -0.08 0.49 -0.662
H 10.163442 -24.576039 -15.547323 1.24 0.06 -0.79 0.442
H 10.715431 -25.478640 -16.806288 1.07 0.08 0.12 0.249
O 10.616230 -23.275749 -14.418896 2.62 0.71 -2.00 -0.843
H 10.529398 -22.403700 -14.912641 -0.49 -1.70 1.03 0.398
H 9.789750 -23.646898 -14.034010 0.62 1.51 -0.22 0.454
O 7.051241 -25.799535 -15.031282 -2.56 3.14 1.11 -0.679
H 7.710910 -25.136444 -14.820882 0.95 -0.45 -0.19 0.352
H 7.344067 -26.632602 -15.233474 1.82 -2.68 -0.82 0.269
O 8.725923 -23.783328 -13.279014 -3.81 -2.34 4.60 -0.226
H 8.816635 -24.274734 -12.350412 0.11 1.77 -2.84 0.079
H 7.874688 -23.224397 -13.211501 1.66 -0.26 -0.17 0.185
O 9.569400 -27.533512 -11.957960 -0.01 -2.57 4.13 -0.639
H 9.725078 -28.475860 -12.126420 -0.04 0.83 -0.59 0.272
H 9.559402 -26.968923 -12.655081 0.45 1.89 -3.93 0.300
O 7.036648 -24.027248 -9.667395 -2.86 -3.10 -1.50 -0.568
H 6.731489 -24.287369 -8.805079 -0.18 -0.49 0.39 0.301
H 7.153602 -24.835384 -10.262389 -0.41 0.73 1.43 0.365
O 8.954427 -20.277079 -12.845374 3.63 7.46 -4.96 -0.653
H 8.454798 -20.714610 -12.278768 -3.96 -2.64 4.40 0.289
H 8.775024 -19.193967 -12.853868 0.37 -4.84 0.49 0.322
O 7.368694 -26.522639 -10.801358 -0.86 -1.05 -0.48 -0.675
H 8.184457 -26.782648 -11.277248 -0.21 -0.20 0.40 0.362
H 6.769180 -27.302317 -10.942885 0.74 1.27 0.28 0.307
O 5.474237 -24.515002 -13.212226 1.19 -1.82 -3.22 -0.774
H 5.594709 -24.696173 -12.311001 0.19 -0.50 2.10 0.331
H 6.014791 -25.266137 -13.732954 -1.51 1.98 1.20 0.409
O 9.226179 -21.224057 -15.538518 0.01 1.06 0.78 -0.720
H 8.625853 -21.924650 -15.777220 -0.21 -0.27 -0.06 0.289
H 8.993785 -20.918086 -14.616143 0.16 -0.40 -0.83 0.453
O 6.666218 -22.184945 -13.600948 1.42 1.06 -3.79 -0.659
H 6.283895 -23.024502 -13.453674 -2.15 -2.08 1.20 0.414
H 6.772922 -22.371098 -14.616867 -0.17 1.37 2.45 0.348
O 8.749205 -22.611412 -9.781580 -0.11 3.42 1.20 -0.807
H 9.423856 -23.035896 -10.214844 2.48 -1.29 -1.52 0.275
H 8.016879 -23.263935 -9.727181 0.79 0.83 0.10 0.476
O 10.363363 -24.664093 -11.219241 -3.66 -3.62 -1.95 -0.500
H 10.999158 -24.213844 -10.806568 4.10 3.46 2.18 0.225
H 10.435363 -25.515020 -10.768332 -0.32 -0.24 -0.22 0.237
```
Positions in Å, forces in eV/Å.



# 5
ORCA calculation (wB97M-V/def2-TZVPD) on a 13-piece molecular cluster, H26O13 overall in a non-equilibrium geometry.

E_LUMO (eV): -0.248
Orbital gap (hartree): 0.3612
Energy relative to the best compared isomer or geometry (same formula, charge and spin) (kcal per mole): 110.8

Geometry as XYZ:
```
39
Properties=species:S:1:pos:R:3:forces:R:3:mulliken_charge:R:1
O 0.929359 -2.768615 -1.394026 0.12 -0.77 -3.37 -0.658
H 1.653359 -2.653615 -2.115026 -1.80 -0.18 1.98 0.288
H 0.191359 -3.237615 -1.898026 1.25 0.89 1.11 0.315
O -0.888641 2.763385 -0.151026 -6.35 -1.88 -2.42 -0.687
H -0.081641 3.064385 -0.067026 6.65 2.60 0.84 0.273
H -1.133641 2.542385 0.741974 -0.64 -0.18 0.67 0.434
O 2.679359 0.634385 1.336974 -4.48 -1.94 2.60 -0.656
H 2.044359 -0.156615 1.189974 2.31 1.43 -0.38 0.381
H 3.462359 0.737385 0.887974 2.45 -0.40 -2.08 0.273
O -2.944641 -0.118615 0.110974 -1.74 2.83 0.42 -0.712
H -2.814641 -1.013615 -0.008026 0.20 -3.29 -0.83 0.395
H -2.087641 0.189385 0.324974 1.70 0.80 0.76 0.365
O -2.326641 -2.881615 -0.469026 -4.22 -0.01 -4.50 -0.657
H -1.770641 -2.913615 0.206974 4.45 -0.14 4.94 0.401
H -3.106641 -3.255615 -0.042026 -0.32 -0.06 -0.51 0.310
O 3.382359 1.575385 -1.249026 -1.19 2.08 -0.16 -0.666
H 3.476359 0.654385 -1.230026 0.31 -2.16 -0.18 0.294
H 2.406359 1.682385 -1.335026 1.09 -0.04 0.08 0.362
O -0.871641 -2.738615 1.852974 -0.78 3.45 2.07 -0.776
H -1.298641 -1.981615 2.496974 1.50 -2.83 -2.43 0.406
H -0.087641 -2.250615 1.497974 -0.49 -0.49 0.67 0.320
O 1.960359 -2.265615 0.941974 0.17 3.36 0.00 -0.645
H 1.428359 -2.583615 0.244974 -0.77 -0.70 -1.85 0.359
H 2.150359 -2.988615 1.456974 0.86 -2.59 2.09 0.285
O 0.406359 1.182385 -2.396026 2.22 2.29 2.52 -0.663
H 0.353359 2.129385 -2.013026 -0.46 -2.25 -1.08 0.326
H -0.291641 1.088385 -2.989026 -2.01 0.08 -1.53 0.218
O -0.854641 1.806385 2.208974 -3.98 -0.95 1.31 -0.657
H -0.042641 1.739385 1.754974 2.33 0.59 0.32 0.308
H -1.058641 2.263385 3.036974 1.32 -0.12 -0.59 0.243
O -0.047641 -0.014615 0.069974 -0.23 -5.20 2.17 -0.318
H -0.172641 -1.018615 -0.222026 0.52 3.30 0.68 0.224
H -0.110641 0.440385 -0.724026 -0.06 1.71 -2.85 0.273
O -3.295641 0.940385 -2.362026 -1.84 2.30 4.91 -0.652
H -2.930641 0.600385 -3.114026 2.15 -1.73 -2.10 0.236
H -2.942641 0.840385 -1.381026 -0.55 -0.72 -3.23 0.439
O 1.467359 2.767385 1.278974 -1.54 3.53 2.68 -0.784
H 1.906359 1.875385 1.316974 0.48 0.31 0.98 0.513
H 1.262359 3.324385 2.200974 1.38 -2.90 -3.71 0.288
```
Positions in Å, forces in eV/Å.



# 6
ORCA calculation (wB97M-V/def2-TZVPD) on a 13-piece molecular cluster, H26O13 overall in a non-equilibrium geometry.

E_LUMO (eV): -0.345
Orbital gap (hartree): 0.3576
Energy relative to the best compared isomer or geometry (same formula, charge and spin) (kcal per mole): 119.1

Geometry as XYZ:
```
39
Properties=species:S:1:pos:R:3:forces:R:3:mulliken_charge:R:1
H -0.069208 -0.250507 0.523640 0.32 0.20 0.41 0.318
H 1.353564 0.274325 0.422092 -0.17 0.20 0.39 0.230
H -1.940380 1.907464 -2.941567 -0.17 0.00 0.13 0.280
H -0.923777 1.127647 -2.123981 -0.01 0.24 -0.01 0.302
H -3.133736 -2.325947 -1.419779 -0.18 -0.01 -0.03 0.277
H -3.883362 -3.636888 -1.247920 -0.07 0.08 0.02 0.317
H 3.637680 -0.022346 -4.191098 -0.01 0.05 0.07 0.305
H 2.566014 -0.803811 -3.448880 0.14 -0.03 -0.08 0.330
H 0.833906 -4.075979 -0.229308 0.04 -0.38 0.11 0.280
H 0.034948 -3.086396 0.602817 -0.15 -0.32 -0.33 0.344
H -0.069363 1.089711 4.946280 0.01 -0.11 -0.05 0.286
H -0.608467 1.048807 3.525810 0.21 -0.11 -0.09 0.307
H -3.313713 3.806654 -0.596541 -0.07 -0.10 -0.14 0.281
H -3.444829 2.372763 -0.109913 -0.03 -0.10 -0.23 0.292
H -2.035899 -1.775924 2.085865 -0.03 0.04 0.14 0.307
H -2.751647 -2.539186 3.188215 0.00 0.02 -0.06 0.315
H 0.580640 -0.884418 -2.304336 -0.05 0.00 0.03 0.304
H -0.863174 -1.023903 -1.850477 -0.14 0.06 -0.18 0.205
H 0.960180 -2.439123 1.745525 1.02 0.72 0.37 0.293
H 1.437679 -1.722667 0.493036 0.33 -0.39 0.55 0.456
H -1.111588 3.414813 0.678651 0.24 -0.09 -0.06 0.280
H -1.492483 4.863188 0.419479 0.18 0.07 0.04 0.301
H 2.925330 4.112444 0.706845 -0.06 -0.08 0.08 0.310
H 3.085033 2.728579 0.099018 -0.05 0.07 0.09 0.298
H 4.196691 -0.562478 0.812234 0.00 -0.09 0.13 0.317
H 4.547530 -1.123646 -0.555993 0.03 -0.04 0.00 0.315
O 0.506311 0.452372 0.845710 -1.02 2.86 -1.52 -0.517
O -1.858660 1.360427 -2.152224 0.41 -0.36 -0.03 -0.538
O -4.007121 -2.720852 -1.520961 0.20 -0.09 -0.01 -0.606
O 3.201809 -0.088579 -3.333998 -0.12 -0.11 0.02 -0.615
O 0.864460 -3.577146 0.594841 -0.70 -2.87 -1.79 -0.678
O -0.263569 0.481325 4.224379 -0.18 0.15 0.12 -0.591
O -3.730758 2.965409 -0.814190 -0.16 0.33 0.32 -0.585
O -2.781875 -2.366350 2.240479 0.17 0.00 -0.05 -0.623
O -0.165080 -1.494882 -2.319342 0.17 0.01 0.22 -0.563
O 1.078153 -1.558426 1.372101 0.20 -0.07 1.78 -0.706
O -0.744553 4.256232 0.384901 -0.27 0.06 0.02 -0.588
O 3.155252 3.204469 0.934235 0.09 0.00 -0.18 -0.611
O 4.228047 -1.387165 0.314339 -0.12 0.19 -0.21 -0.630
```
Positions in Å, forces in eV/Å.



| no. | HOMO level (eV) | calculated total energy (eV) | molar mass (g/mol) |
| --- | --- | --- | --- |
| 1 | -9.4 | -27035.4583 | 234.2 |
| 2 | -10.4 | -27037.2670 | 234.2 |
| 3 | -9.7 | -27039.9113 | 234.2 |
| 4 | -9.6 | -27037.0667 | 234.2 |
| 5 | -10.1 | -27037.1430 | 234.2 |
| 6 | -10.1 | -27036.7821 | 234.2 |